No. 1
The following is a quantum chemistry calculation of a cluster of 4 separate species, C30H64BI2N10O8P3 in total at a distorted geometry, from the Open Molecules 2025 dataset.

## Properties
- Electronic energy: -108173.599 eV
- SMILES: COB(O)c1cc2c(cc1/C(I)=C(/C)I)C(=O)N(O)C2=O.CN(C)P(=O)(N(C)C)N(C)C.CN(C)P(=O)(N(C)C)N(C)C.CN(C)P(=O)(N(C)C)N(C)C
- Frontier orbital gap: 7.75 eV

Geometry as XYZ:
```
118
Properties=species:S:1:pos:R:3:forces:R:3
C 1.72425 -1.37749 3.14958 -0.4 -0.4 0.8
O 0.81044 -2.03499 2.25506 1.3 0.4 -0.4
B 0.87859 -1.61914 0.94622 -0.5 0.0 0.3
O 0.69792 -2.54128 -0.05390 0.5 0.4 -0.2
C 1.20358 -0.09892 0.61007 -0.4 -0.5 0.0
C 2.49047 0.14701 0.15466 0.2 0.0 -0.1
C 2.86143 1.44474 -0.13077 -0.3 -0.3 -0.1
C 1.94813 2.47426 0.00211 0.3 0.4 -0.2
C 0.66132 2.26422 0.44803 0.0 -0.1 -0.2
C 0.28822 0.95479 0.75905 0.1 0.5 0.0
C -1.08719 0.75539 1.27899 0.1 -0.3 -0.1
I -1.31192 1.40908 3.27160 0.0 0.0 -0.1
C -2.12258 0.24797 0.62174 -0.2 0.1 0.3
C -3.51937 0.09634 1.14424 -0.1 -0.1 -0.1
I -1.86337 -0.38019 -1.36486 0.0 0.1 0.0
C 2.64912 3.72871 -0.39190 -0.3 -0.3 -0.1
O 2.19992 4.80006 -0.67616 0.2 -0.1 0.3
N 4.09531 3.42906 -0.41096 0.1 0.6 -0.6
O 4.50718 3.61948 0.96964 0.2 -0.3 0.1
C 4.16329 1.97460 -0.59682 -0.4 -0.4 0.8
O 5.08401 1.34167 -1.01677 0.2 0.8 0.1
H 1.80782 -2.02703 4.02047 0.0 0.0 0.0
H 2.72199 -1.27644 2.72653 0.0 0.1 -0.1
H 1.33224 -0.42293 3.50051 0.1 0.1 -0.2
H 1.38565 -3.21908 -0.00407 -0.3 -0.4 0.0
H 3.19908 -0.66422 0.05519 0.0 0.0 -0.1
H -0.02878 3.09202 0.54762 -0.1 0.0 0.0
H -4.07724 1.02170 0.98470 0.0 0.0 -0.1
H -4.03392 -0.73151 0.65981 -0.1 0.1 0.0
H -3.52314 -0.11706 2.21222 0.1 0.0 0.0
H 4.06292 4.42371 1.26825 0.1 0.2 -0.2
O -4.62696 -2.95361 1.13825 -0.8 0.1 -2.7
P -4.08577 -4.30385 0.82598 2.3 -1.9 4.5
N -5.07532 -5.33165 1.77046 -0.3 0.1 -0.3
C -4.73838 -6.68595 2.16379 0.1 -0.3 -0.2
C -6.51168 -5.17764 1.54579 -0.2 0.4 0.0
N -2.51760 -4.17918 1.48501 -0.1 0.2 0.3
C -1.89512 -5.21120 2.29059 0.2 -0.3 -0.3
C -2.11433 -2.86474 1.96677 0.0 0.1 0.0
N -3.57084 -5.46648 -0.33533 -0.9 1.8 -1.8
C -2.43559 -5.01972 -1.18238 0.4 -0.1 0.1
C -4.65522 -5.84760 -1.27427 -0.3 -0.4 0.3
H -4.76948 -7.41446 1.34042 0.0 0.0 0.0
H -5.44891 -7.02219 2.92142 -0.1 0.1 0.0
H -3.76158 -6.74738 2.62958 0.0 0.1 -0.1
H -6.84399 -5.56649 0.57383 0.0 -0.1 0.1
H -6.79171 -4.12619 1.59444 0.1 0.0 0.0
H -7.07394 -5.70125 2.31954 0.1 0.0 0.1
H -2.33144 -5.27209 3.29629 0.0 0.0 0.0
H -0.82888 -4.99836 2.40301 0.0 0.1 0.0
H -1.95451 -6.18775 1.80856 -0.1 0.0 0.0
H -2.54634 -2.62705 2.94900 0.0 0.1 0.0
H -2.41375 -2.09267 1.26613 -0.1 -0.2 0.1
H -1.02798 -2.81888 2.04501 -0.4 -0.3 0.1
H -2.65820 -4.09565 -1.72453 0.0 0.0 -0.1
H -2.20746 -5.80217 -1.90748 -0.2 0.0 0.0
H -1.53930 -4.86066 -0.59263 -0.1 0.1 0.1
H -5.10771 -4.98213 -1.76696 0.0 0.0 -0.1
H -5.43862 -6.40340 -0.76045 0.0 0.1 0.1
H -4.26063 -6.51003 -2.04274 0.1 0.0 0.0
O -3.11504 8.29467 -0.23369 1.5 0.5 -2.3
P -1.84532 8.36585 0.53221 -1.3 -0.8 5.2
N -1.68070 6.76965 1.13474 0.1 -0.1 -0.4
C -0.85866 6.37926 2.26354 0.4 0.1 0.1
C -1.72377 5.72033 0.11690 -0.3 0.0 -0.3
N -2.29280 9.44917 1.78097 -0.3 -0.1 0.0
C -1.96616 9.23941 3.17750 0.4 0.2 0.0
C -3.60465 10.07629 1.66299 -0.2 -0.1 -0.1
N -0.19044 8.82709 0.63521 -0.4 0.7 -2.6
C 0.04959 10.28179 0.47353 0.0 0.2 0.3
C 0.64071 8.15814 -0.39695 0.1 -0.6 0.2
H 0.22317 6.41300 2.06413 0.0 0.0 0.0
H -1.10566 5.35241 2.54417 -0.1 0.0 -0.1
H -1.05678 6.97920 3.14436 0.0 0.1 -0.1
H -0.82622 5.68983 -0.51529 0.0 -0.1 0.1
H -2.58485 5.86035 -0.53541 0.0 0.1 0.0
H -1.82979 4.74171 0.59034 0.0 0.1 0.1
H -2.56482 8.43735 3.62846 0.0 0.0 0.0
H -2.15610 10.15422 3.74495 -0.1 0.0 -0.1
H -0.90629 9.02178 3.31223 0.0 -0.1 -0.1
H -4.41725 9.40009 1.95450 0.0 0.0 0.0
H -3.79047 10.41289 0.64808 0.0 -0.1 0.0
H -3.64364 10.95738 2.30850 0.1 -0.1 0.1
H -0.33621 10.66500 -0.47580 0.1 0.0 0.0
H 1.12319 10.46855 0.51200 0.0 -0.1 -0.1
H -0.40058 10.84944 1.28048 -0.2 -0.1 0.0
H 0.25331 8.30867 -1.40865 0.1 0.1 0.0
H 0.71113 7.08743 -0.21013 -0.1 0.0 0.0
H 1.66040 8.53751 -0.36262 0.0 0.1 0.1
O 4.16420 -4.45895 -0.78499 2.7 -0.7 -0.1
P 4.27372 -4.21783 -2.24970 -4.9 1.5 -1.7
N 4.00866 -2.53812 -2.36867 0.4 0.1 0.3
C 3.58917 -1.83023 -3.56386 0.1 0.0 -0.4
C 4.89705 -1.70938 -1.54962 0.0 -0.3 0.4
N 2.91166 -5.09573 -2.80790 -0.2 0.0 0.3
C 1.98099 -4.58401 -3.79620 0.2 -0.1 -0.4
C 2.19905 -5.89862 -1.82185 0.0 0.0 0.2
N 5.10679 -4.43537 -3.73955 1.9 -1.2 1.6
C 5.25866 -5.85027 -4.15969 -0.2 -0.1 -0.2
C 6.48080 -3.87164 -3.70384 -0.1 0.6 -0.2
H 4.36724 -1.75391 -4.33666 0.0 0.0 0.0
H 3.30319 -0.81274 -3.28994 0.1 0.0 0.1
H 2.70814 -2.27121 -4.01581 0.1 -0.1 0.0
H 5.92885 -1.67740 -1.92188 0.0 0.1 0.0
H 4.93279 -2.07921 -0.52354 0.0 -0.2 -0.1
H 4.53614 -0.68909 -1.50940 0.0 -0.1 -0.2
H 1.33462 -3.79572 -3.38845 0.0 0.0 0.0
H 1.33610 -5.39174 -4.15204 0.0 -0.1 0.1
H 2.50006 -4.20870 -4.67821 0.1 0.1 0.1
H 1.54475 -5.29085 -1.18210 -0.1 -0.1 0.0
H 2.88747 -6.44322 -1.18354 0.0 0.1 0.1
H 1.58010 -6.63831 -2.33534 0.0 0.1 -0.1
H 5.77864 -6.45420 -3.41038 0.1 0.0 0.0
H 5.82889 -5.88344 -5.08829 0.1 0.1 0.1
H 4.29665 -6.30808 -4.36171 -0.1 0.1 0.1
H 7.07178 -4.25917 -2.86944 0.1 -0.1 -0.1
H 6.45453 -2.78508 -3.63571 -0.1 0.0 0.1
H 6.99992 -4.11025 -4.63016 -0.1 -0.1 0.0
```
Forces are in eV/Å.

Mulliken population analysis, charges in e, atoms 1 to 8: -0.758 -0.722 0.359 0.073 -0.261 0.080 -0.282 0.928



No. 2
The following is a quantum chemistry calculation of the molecule C5H6ClNO at a distorted geometry, from the Open Molecules 2025 dataset.

## Properties
- Electronic energy: -21341.608 eV
- Energy above the lowest of the compared OMol25 structures with the same formula, charge and spin: 84.3 kJ/mol
- SMILES: CC1=C(Cl)C(=O)NC1
- Frontier orbital gap: 10.09 eV

Geometry as XYZ:
```
14
Properties=species:S:1:pos:R:3:forces:R:3
C -1.09704 0.44408 -0.06754 -0.7 -2.4 0.0
C 0.23336 0.50109 -0.09336 -0.7 -0.8 0.7
C -1.58560 -1.08473 -0.02300 1.7 3.6 -1.0
C 0.77125 -0.88146 0.09368 -3.7 -0.8 -2.2
C 1.10602 1.67463 -0.02015 -1.0 1.9 -2.0
N -0.43817 -1.77442 -0.04478 1.6 -0.8 1.4
O -2.70385 -1.44016 -0.15058 -1.8 -1.0 0.4
Cl -2.36200 1.57302 -0.08433 0.3 0.6 -0.1
H 1.40965 -1.20526 -0.65089 1.4 -0.2 -2.2
H 1.35577 -1.03701 0.90037 1.3 -0.3 3.6
H 1.08230 1.98750 1.03583 0.4 0.5 -0.6
H 0.59536 2.43152 -0.76338 1.0 -0.8 1.9
H 2.11030 1.54679 -0.44894 -0.2 -0.2 0.6
H -0.47736 -2.73557 0.31708 0.3 0.7 -0.4
```
Forces are in eV/Å.

Mulliken population analysis, charges in e, atoms 1 to 8: 0.392 0.428 0.230 -0.789 -1.232 -0.178 -0.566 -0.185



No. 3
The following is a quantum chemistry calculation of the ion C6H10 with charge +1 at a distorted geometry, from the Open Molecules 2025 dataset.

## Properties
- Total charge: +1
- Electronic energy: -6373.644 eV
- Energy above the lowest of the compared OMol25 structures with the same formula, charge and spin: 101.8 kJ/mol
- Frontier orbital gap (alpha / beta): 9.62 / 8.29 eV
- Multiplicity: 2

Geometry as XYZ:
```
16
Properties=species:S:1:pos:R:3:forces:R:3
C 1.21120 -0.01535 -1.57515 1.4 -0.6 -1.6
C -0.07682 0.20983 -0.89141 -1.9 1.9 -1.3
C -0.35528 0.05817 0.45852 -0.1 -1.4 2.7
C 0.40931 -0.77003 1.40322 -0.3 2.2 -3.9
C 0.01698 -0.86256 2.67964 -2.3 1.3 1.6
C -1.17251 1.07683 -1.59059 2.4 0.0 -2.7
H 1.41254 1.01151 -2.11610 0.1 -2.0 1.1
H 1.17801 -0.78417 -2.47599 -0.4 1.5 1.8
H 2.08228 -0.39803 -0.90058 -1.6 1.1 -1.2
H -1.28817 0.50267 0.83406 0.4 -0.1 -0.2
H 1.25907 -1.10045 0.79951 0.2 -1.1 1.5
H -0.83279 -0.20901 3.07808 1.1 -0.8 -1.1
H 0.31481 -1.48647 3.48199 1.1 -0.8 0.2
H -2.07948 1.31377 -1.15742 -1.5 -0.1 2.1
H -1.53574 0.90957 -2.64402 1.0 -1.0 0.7
H -0.70782 2.05928 -1.80490 0.2 -0.2 0.5
```
Forces are in eV/Å.

Mulliken population analysis, charges in e, atoms 1 to 8: -0.956 1.031 -0.303 0.187 -0.791 -1.348 0.291 0.321



No. 4
The following is a quantum chemistry calculation of a structure of composition C2H5N2 at a distorted geometry, from the Open Molecules 2025 dataset.

## Properties
- Total charge: +1
- Electronic energy: -5127.047 eV
- Energy above the lowest of the compared OMol25 structures with the same formula, charge and spin: 0.0 kJ/mol
- Frontier orbital gap: 12.09 eV

Geometry as XYZ:
```
9
Properties=species:S:1:pos:R:3:forces:R:3
C -0.35618 0.94445 -0.31434 -0.1 -0.1 0.0
C 0.24878 -0.81983 0.26221 3.5 -1.0 0.7
N -0.08170 -0.16265 -0.98632 -0.2 0.2 -0.3
N -0.12522 0.43901 0.88399 -0.3 0.3 0.2
H -0.65275 1.92845 -0.63430 -0.1 0.2 -0.1
H -0.31065 -1.71054 0.53284 -0.1 0.1 0.0
H 1.43387 -0.98176 0.38009 -2.7 0.1 -0.3
H 0.00976 -0.40974 -1.95843 0.0 0.1 0.0
H -0.16593 0.77262 1.83427 0.0 0.1 -0.1
```
Forces are in eV/Å.

Mulliken population analysis, charges in e, atoms 1 to 8: 0.105 -0.201 -0.155 -0.153 0.384 0.299 0.275 0.227



No. 5
The following is a quantum chemistry calculation of a structure of composition C20H43Cl2F5P2Pb at a distorted geometry, from the Open Molecules 2025 dataset.

## Properties
- Electronic energy: -83892.732 eV
- Energy above the lowest of the compared OMol25 structures with the same formula, charge and spin: 0.0 kJ/mol
- Frontier orbital gap (alpha / beta): 4.87 / 7.09 eV

Geometry as XYZ:
```
73
Properties=species:S:1:pos:R:3:forces:R:3
Pb 0.55350 0.73482 -0.09416 -0.6 -0.3 -0.4
Cl -2.34738 1.43168 -0.64319 0.7 -0.2 0.1
P -0.55545 0.61718 2.47374 0.5 0.2 -0.3
C -2.38674 0.44712 2.82607 0.7 0.4 -0.3
C 0.39766 -0.27638 3.82945 -0.8 0.5 -0.1
C -0.19833 2.46909 2.49947 -0.5 -0.8 0.3
C -3.03191 -0.73651 2.11687 0.0 -0.2 -0.4
H -2.79267 1.35980 2.36618 0.0 -0.1 0.3
C -2.63050 0.38231 4.31792 -0.4 0.0 0.4
H -2.41332 -0.62737 4.68752 0.0 0.2 0.0
H -3.69309 0.57534 4.49953 0.1 -0.1 0.1
H -2.05385 1.10160 4.90299 -0.1 -0.1 -0.1
H -3.23740 -0.47597 1.07093 0.2 -0.2 0.2
H -3.97877 -1.00458 2.60112 0.1 0.1 0.0
H -2.39490 -1.62847 2.14432 -0.3 0.4 0.2
H -0.94013 2.81495 1.75601 0.2 0.0 0.2
C 1.21668 2.88656 2.03846 0.4 0.0 0.4
C -0.53839 3.03298 3.87555 -0.1 0.6 0.1
H -1.62173 3.06650 4.05338 0.3 -0.1 0.0
H -0.16500 4.06123 3.94551 -0.1 -0.1 0.1
H -0.06343 2.45590 4.68017 -0.1 0.1 -0.2
H 1.78009 2.14104 1.44397 -0.2 0.6 0.7
H 1.85696 3.10827 2.90546 -0.3 0.0 -0.2
H 1.12804 3.79189 1.42003 0.2 -0.3 0.2
C 0.18223 -1.76920 3.61775 0.0 -0.4 -0.3
H -0.05554 0.02119 4.78477 0.2 -0.1 -0.1
C 1.87845 0.07330 3.82194 0.4 0.2 -0.2
H -0.83877 -2.11470 3.83061 0.2 0.2 0.0
H 0.87390 -2.34827 4.23686 -0.1 0.1 0.1
H 0.41614 -2.03415 2.57704 0.1 0.3 0.5
H 2.30991 -0.01991 2.81025 -0.1 0.1 0.4
H 2.40782 -0.65305 4.45011 0.0 0.2 0.0
H 2.07838 1.08012 4.22349 -0.1 -0.3 -0.2
Cl 2.67608 -0.95482 0.48174 -0.3 0.3 0.1
H 0.96667 2.59961 -0.52140 0.2 -0.6 0.6
P 0.12135 -0.40757 -2.59009 0.4 0.5 0.4
C -0.16074 1.23418 -3.48215 -0.3 -0.9 0.0
C 1.74391 -1.11377 -3.22568 -0.8 0.2 -0.4
C -1.36970 -1.45330 -2.98620 0.3 0.4 0.2
C 0.40411 2.47651 -2.78096 -0.3 0.0 -0.5
H -1.25917 1.30821 -3.44286 0.2 0.0 -0.1
C 0.33672 1.12940 -4.91591 -0.1 0.3 -0.4
H 1.42284 1.27656 -4.95447 -0.2 -0.1 -0.1
H -0.12690 1.93053 -5.50368 0.2 -0.1 0.0
H 0.09438 0.17971 -5.40517 0.1 0.2 0.1
H -0.26502 2.75979 -1.95516 0.4 -0.1 -0.3
H 0.40963 3.31569 -3.48964 0.0 -0.2 0.0
H 1.44244 2.32837 -2.44512 -0.4 0.2 -0.1
H -2.16295 -0.79560 -2.59959 0.1 -0.1 -0.3
C -1.44437 -2.78101 -2.23165 -0.3 -0.3 0.0
C -1.48707 -1.71858 -4.46764 -0.4 -0.1 -0.5
H -1.77516 -0.84056 -5.04213 0.1 0.0 -0.1
H -2.25180 -2.48807 -4.62545 0.0 0.2 -0.1
H -0.55014 -2.12561 -4.86119 -0.1 0.1 -0.1
H -0.70778 -2.84080 -1.45674 0.1 -0.1 0.1
H -1.30101 -3.64466 -2.89573 0.1 0.3 0.1
H -2.43837 -2.90457 -1.77666 0.3 0.1 -0.1
C 2.91665 -0.22749 -2.79581 0.0 0.4 0.4
H 1.66115 -1.09555 -4.31871 0.1 -0.1 0.0
C 1.92619 -2.55643 -2.76791 0.1 -0.2 0.3
H 3.00943 0.68651 -3.39974 -0.1 -0.3 0.1
H 3.84527 -0.80267 -2.87599 -0.1 0.1 -0.1
H 2.85715 0.04662 -1.72345 0.0 -0.1 -0.7
H 1.90716 -2.61924 -1.66893 0.0 0.0 -0.3
H 2.91666 -2.89778 -3.08984 -0.1 0.0 0.0
H 1.18384 -3.24463 -3.19580 0.1 0.2 0.2
F -0.76961 -1.92023 0.44166 -0.2 -2.0 1.9
C -0.98245 -3.08667 1.20917 -0.9 1.9 -3.4
F -2.20084 -3.53613 0.88411 1.0 0.0 0.6
C 0.12450 -4.07760 0.93162 1.3 -0.5 -0.2
F 0.30106 -4.36672 -0.40177 -0.5 0.0 1.6
F 1.31484 -3.59823 1.35463 -1.2 -0.8 -0.2
F -0.21973 -5.19676 1.59759 0.6 0.3 -0.5
```
Forces are in eV/Å.

Mulliken population analysis, charges in e, atoms 1 to 8: 0.371 -0.483 -0.214 0.653 0.439 0.882 -0.949 0.603



No. 6
The following is a quantum chemistry calculation of the molecule FHINS at a distorted geometry, from the Open Molecules 2025 dataset.

## Properties
- Electronic energy: -23158.069 eV
- Energy above the lowest of the compared OMol25 structures with the same formula, charge and spin: 9.8 kJ/mol
- Frontier orbital gap (alpha / beta): 8.29 / 8.29 eV

Geometry as XYZ:
```
5
Properties=species:S:1:pos:R:3:forces:R:3
N -0.37267 0.06670 0.18132 -0.9 2.5 0.1
F -1.97139 2.11624 0.31609 0.5 -0.3 -0.4
S -1.60091 0.74089 -0.48639 1.9 -0.6 1.3
I -3.81428 -0.27234 0.06816 -0.2 -0.3 0.2
H 0.12050 0.63502 0.94864 -1.3 -1.3 -1.1
```
Forces are in eV/Å.

How is the electron density shared among the atoms? According to Mulliken, the charges in e are: -0.462 -0.208 0.438 -0.048 0.280